A cluster of 5 separate species, C17H27BN3O14 in total in a non-equilibrium geometry, computed with wB97M-V/def2-TZVPD.

```
62
Properties=species:S:1:pos:R:3:forces:R:3
N 5.6481 1.6870 6.9357 1.154 0.592 0.676
B 4.9422 2.9514 7.2801 -0.293 0.310 0.347
O 5.2390 4.0693 6.4147 -0.647 -0.583 -0.605
N 4.0368 3.0475 8.3661 -0.304 -0.705 -0.301
N 2.7651 3.6983 7.8802 0.569 0.652 0.339
C 2.1617 3.1252 7.0193 0.219 -0.433 0.114
O 1.5697 2.4731 6.2235 -0.490 0.200 -0.336
H 5.8573 1.1210 7.7460 -0.467 -0.266 -0.036
H 5.1522 1.1556 6.2359 0.178 -0.058 0.015
H 4.5143 4.1327 5.7827 0.167 0.378 0.012
C 2.0277 1.1084 0.7797 0.287 0.721 0.036
C 2.8616 0.2632 1.7035 -0.268 0.143 -0.125
C 2.1508 -0.1770 2.9643 -0.089 -0.108 0.050
O 3.2275 -0.2973 3.8954 -0.014 -0.029 -0.090
C 4.2153 0.5423 3.4972 -0.054 0.126 0.131
O 5.1558 0.8298 4.1589 0.046 -0.119 -0.336
O 3.9652 1.0118 2.2464 0.013 -0.199 0.067
H 2.5734 1.3242 -0.1403 -0.033 -0.082 -0.033
H 1.1054 0.6054 0.5295 -0.049 0.005 0.111
H 1.7949 2.0693 1.2437 0.025 -0.065 0.142
H 3.2686 -0.5963 1.1658 0.003 -0.038 0.049
H 1.6383 -1.1292 2.8494 0.102 -0.066 0.085
H 1.4476 0.5705 3.3403 0.031 0.071 -0.066
C -0.9387 -0.3676 -4.5073 0.362 -0.182 -0.152
C -0.9887 -0.8255 -3.0731 -0.197 0.450 -0.394
C -1.3532 0.2550 -2.0815 0.118 -0.148 0.195
O -0.6642 -0.1934 -0.8942 0.017 0.055 -0.094
C 0.3871 -0.9383 -1.2854 0.019 -0.131 -0.056
O 1.2616 -1.3054 -0.5616 -0.054 -0.419 -0.157
O 0.3217 -1.2156 -2.6037 -0.083 0.053 0.106
H -0.7453 -1.2114 -5.1707 -0.085 -0.018 0.005
H -1.8843 0.0908 -4.7934 -0.031 0.001 0.062
H -0.1301 0.3502 -4.6531 -0.079 0.108 0.078
H -1.6496 -1.6832 -2.9764 -0.007 -0.018 0.114
H -2.4162 0.3228 -1.9020 0.000 -0.097 0.205
H -0.9718 1.2388 -2.3587 0.038 -0.018 -0.038
C 1.5964 -6.4505 -3.7335 -0.155 -0.212 -0.268
C 0.8947 -5.1350 -3.9556 0.164 -0.272 0.180
C 0.4188 -4.4517 -2.6939 0.155 0.213 0.104
O -0.7253 -3.7230 -3.1604 0.008 -0.407 -0.019
C -1.2128 -4.3670 -4.2460 -0.037 -0.043 -0.039
O -2.2581 -4.1230 -4.7574 -0.016 0.041 -0.022
O -0.3474 -5.3183 -4.6668 0.047 0.157 0.020
H 1.9758 -6.8467 -4.6749 0.052 0.029 0.011
H 2.4340 -6.3278 -3.0472 -0.001 0.053 0.006
H 0.9044 -7.1892 -3.3282 -0.007 0.069 0.124
H 1.5222 -4.4646 -4.5483 -0.061 0.078 0.011
H 1.1533 -3.7703 -2.2714 -0.126 0.156 -0.030
H 0.0944 -5.1554 -1.9239 0.006 -0.092 -0.072
C -6.2559 4.4122 -0.3792 0.224 0.251 -0.155
C -6.0769 3.2554 -1.3292 -0.095 0.178 0.350
C -5.8516 1.9156 -0.6615 -0.087 -0.099 -0.008
O -5.0523 1.2249 -1.6326 0.004 0.055 0.071
C -4.3901 2.1575 -2.3557 0.035 0.073 -0.048
O -3.5008 1.9129 -3.1071 -0.123 0.103 -0.152
O -4.8663 3.3939 -2.0982 -0.093 -0.135 -0.071
H -6.4853 5.3255 -0.9266 -0.057 -0.014 0.003
H -7.0687 4.2142 0.3194 -0.017 -0.042 -0.018
H -5.3379 4.5936 0.1801 -0.016 -0.119 0.074
H -6.9139 3.2061 -2.0306 0.036 -0.081 -0.047
H -6.7727 1.3710 -0.4719 0.046 -0.122 -0.118
H -5.2820 1.9962 0.2667 0.012 0.094 -0.007
```
Positions in Å, forces in eV/Å.

Properties
- E_tot: -1906.5864 Eh
- Total charge: -1
- Multiplicity: 1
- ΔE to the lowest compared entry with this formula, charge and spin: 0.0 kcal per mole
- Gap between HOMO and LUMO: 0.13832 hartree
- LUMO energy: 1.515 eV